(1)
This record from OMol25 describes C3H7N as an isolated structure at a distorted geometry. The level of theory is ωB97M-V with the def2-TZVPD basis set.

Atoms and positions in Å:
C  -1.361  -0.039  -0.041
C  -0.263  -0.769  0.515
N  1.021  -0.533  0.546
C  1.402  0.642  -0.200
H  -0.912  -1.249  -0.458
H  -2.272  0.022  0.551
H  -0.560  -1.395  1.359
H  -1.544  0.391  -1.025
H  1.559  0.405  -1.259
H  2.312  1.100  0.187
H  0.618  1.424  -0.175

net charge	0
HOMO-LUMO gap	9.2	eV
E_LUMO	0.63	eV
HOMO level	-8.546	eV
total energy	-173.1115	a.u.

Electronic structure analysis, Löwdin charges in units of e:
1 C 0.0047
2 C -0.4314
3 N -0.0498
4 C -0.1778
5 H 0.1784
6 H 0.0743
7 H 0.1200
8 H 0.0743
9 H 0.0752
10 H 0.0636
11 H 0.0687

(2)
This record from OMol25 describes one molecule with the formula C16H13NO3 at a distorted geometry. The level of theory is ωB97M-V with the def2-TZVPD basis set.

Atoms and positions in Å:
C  2.640  1.091  -1.722
O  1.256  1.583  -1.566
C  0.372  0.579  -1.510
C  -1.054  0.921  -1.805
C  -2.079  -0.070  -1.945
C  -3.387  0.341  -2.309
C  -3.745  1.678  -2.511
C  -2.706  2.624  -2.436
C  -1.399  2.262  -2.075
N  0.792  -0.245  0.021
C  1.203  -1.535  0.240
O  1.479  -2.353  -0.627
C  1.234  -1.734  1.707
C  1.525  -2.866  2.470
C  1.347  -2.801  3.849
C  0.881  -1.559  4.460
C  0.619  -0.450  3.651
C  0.797  -0.576  2.275
C  0.483  0.388  1.179
O  0.034  1.514  1.268
H  3.194  2.020  -1.828
H  2.931  0.549  -0.814
H  2.723  0.460  -2.625
H  0.679  -0.483  -1.735
H  -1.778  -1.101  -1.757
H  -4.160  -0.428  -2.423
H  -4.795  1.970  -2.696
H  -2.919  3.657  -2.655
H  -0.570  2.978  -2.021
H  1.867  -3.742  1.916
H  1.536  -3.677  4.491
H  0.729  -1.516  5.542
H  0.272  0.521  3.993

net charge	0
HOMO-LUMO gap	9.1	eV
E_LUMO	-0.12	eV
SMILES string	CO[C@H](c1ccccc1)N1C(=O)c2ccccc2C1=O
HOMO level	-9.234	eV
total energy	-897.9396	a.u.

Electronic structure analysis, Löwdin charges in units of e:
1 C 0.0031
2 O -0.1029
3 C -0.1704
4 C -0.1466
5 C -0.0039
6 C -0.0873
7 C -0.0803
8 C -0.0723
9 C -0.0136
10 N 0.1053
11 C -0.3869
12 O 0.0867
13 C -0.0988
14 C -0.0065
15 C -0.0468
16 C -0.0415
17 C -0.0022
18 C -0.0927
19 C -0.3902
20 O 0.1190
21 H 0.0926
22 H 0.0920
23 H 0.1071
24 H 0.1438
25 H 0.1141
26 H 0.1016
27 H 0.1113
28 H 0.0958
29 H 0.1204
30 H 0.1224
31 H 0.1060
32 H 0.1012
33 H 0.1203

(3)
This record from OMol25 describes a 3-piece molecular cluster, C3H12O3 overall at a distorted geometry. The level of theory is ωB97M-V with the def2-TZVPD basis set.

Atoms and positions in Å:
C  0.080  1.529  -0.077
O  -0.234  0.215  0.013
H  0.729  1.739  -0.928
H  -0.846  2.104  -0.114
H  0.693  1.785  0.787
H  -0.351  0.029  0.947
C  -0.009  -0.769  3.094
O  -1.234  -0.852  2.403
H  0.583  0.057  2.698
H  -0.036  -0.712  4.182
H  0.665  -1.594  2.865
H  -1.672  -1.703  2.467
C  0.495  -0.279  -3.366
O  -0.767  -0.362  -2.753
H  1.104  0.390  -2.758
H  0.940  -1.266  -3.237
H  0.532  -0.017  -4.423
H  -0.673  -0.296  -1.800

net charge	0
HOMO-LUMO gap	10.2	eV
E_LUMO	0.65	eV
SMILES string	CO.CO.CO
HOMO level	-9.519	eV
total energy	-347.1462	a.u.

Electronic structure analysis, Löwdin charges in units of e:
1 C -0.1827
2 O -0.1207
3 H 0.0761
4 H 0.0942
5 H 0.0813
6 H 0.0302
7 C -0.1550
8 O -0.1074
9 H 0.0735
10 H 0.0832
11 H 0.0859
12 H 0.0989
13 C -0.1688
14 O -0.1264
15 H 0.0600
16 H 0.0728
17 H 0.0789
18 H 0.0262

(4)
This record from OMol25 describes a 8-piece molecular cluster, C12H40O14 overall at a distorted geometry. The level of theory is ωB97M-V with the def2-TZVPD basis set.

Atoms and positions in Å:
O  8.696  11.318  8.483
C  7.584  11.530  9.319
C  7.416  10.471  10.367
O  7.042  9.293  9.712
H  8.649  10.434  8.097
H  7.842  12.494  9.780
H  6.685  11.630  8.665
H  6.661  10.873  11.015
H  8.411  10.344  10.905
H  6.102  9.178  9.892
O  10.266  12.391  11.959
C  10.832  12.169  10.699
C  12.254  12.677  10.684
O  12.912  12.185  11.898
H  10.334  13.261  12.348
H  10.833  11.117  10.457
H  10.188  12.683  9.956
H  12.354  13.759  10.667
H  12.825  12.311  9.831
H  12.237  11.928  12.530
O  6.657  6.806  13.369
C  7.678  7.323  14.196
C  8.032  8.709  13.792
O  8.706  8.744  12.575
H  6.934  6.620  12.427
H  7.365  7.269  15.267
H  8.605  6.762  14.150
H  8.569  9.183  14.633
H  7.099  9.322  13.678
H  8.207  8.279  11.906
O  10.567  7.560  5.096
C  10.554  8.998  5.392
C  10.701  9.264  6.882
O  9.520  8.850  7.477
H  9.631  7.297  4.894
H  11.295  9.554  4.840
H  9.628  9.433  5.062
H  10.902  10.294  7.142
H  11.561  8.672  7.241
H  9.617  8.071  8.040
O  13.183  5.616  8.935
C  12.146  5.442  8.025
C  10.790  5.291  8.709
O  10.296  6.551  9.235
H  14.020  5.525  8.472
H  12.078  6.252  7.295
H  12.248  4.538  7.370
H  10.997  4.591  9.503
H  10.039  4.878  8.038
H  10.666  6.712  10.117
O  12.120  6.870  11.430
C  12.431  7.520  12.648
C  13.904  7.719  12.618
O  14.625  6.463  12.388
H  12.922  6.390  11.138
H  11.899  8.501  12.760
H  12.172  6.940  13.517
H  14.347  8.215  13.478
H  14.136  8.260  11.727
H  14.513  5.910  13.170
O  4.935  8.371  11.213
H  4.690  9.130  11.776
H  5.084  7.652  11.835
O  7.885  7.033  10.757
H  7.487  7.710  10.164
H  8.535  6.611  10.177

net charge	0
HOMO-LUMO gap	10.0	eV
E_LUMO	0.60	eV
SMILES string	OCCO.OCCO.OCCO.OCCO.OCCO.OCCO.O.O
HOMO level	-9.411	eV
total energy	-1534.4658	a.u.

Electronic structure analysis, Löwdin charges in units of e:
1 O -0.0882
2 C -0.2557
3 C -0.2357
4 O -0.0782
5 H 0.0451
6 H 0.1166
7 H 0.1312
8 H 0.1178
9 H 0.1339
10 H 0.0658
11 O -0.0683
12 C -0.2584
13 C -0.2016
14 O -0.0913
15 H 0.0970
16 H 0.1204
17 H 0.1140
18 H 0.1088
19 H 0.1146
20 H 0.0554
21 O -0.0915
22 C -0.2621
23 C -0.2804
24 O -0.0762
25 H 0.0743
26 H 0.1315
27 H 0.1150
28 H 0.1240
29 H 0.1250
30 H 0.0075
31 O -0.0880
32 C -0.2097
33 C -0.2499
34 O -0.0756
35 H 0.1029
36 H 0.1073
37 H 0.1103
38 H 0.1140
39 H 0.1241
40 H 0.0705
41 O -0.0394
42 C -0.2675
43 C -0.1766
44 O -0.1017
45 H 0.1011
46 H 0.1036
47 H 0.1319
48 H 0.1187
49 H 0.1247
50 H 0.0648
51 O -0.0843
52 C -0.2344
53 C -0.2135
54 O -0.0785
55 H 0.0743
56 H 0.1390
57 H 0.1099
58 H 0.1226
59 H 0.1168
60 H 0.0865
61 O -0.0379
62 H 0.0706
63 H 0.0354
64 O -0.0595
65 H 0.0349
66 H 0.0423

(5)
This record from OMol25 describes a 2-piece molecular cluster, C5H8N overall at a distorted geometry. The level of theory is ωB97M-V with the def2-TZVPD basis set.

Atoms and positions in Å:
C  0.543  -0.439  -1.826
C  1.082  0.681  -1.217
C  -0.059  1.209  -0.588
C  -0.032  1.539  0.890
C  -0.322  -1.973  0.895
N  -0.368  -0.161  -0.934
H  0.914  -1.237  -2.553
H  -0.659  1.798  -1.273
H  0.848  2.113  1.088
H  -0.047  0.589  1.416
H  -0.946  2.085  1.102
H  -1.389  -2.238  1.011
H  0.285  -2.582  0.335
H  0.151  -1.383  1.654

net charge	+1
HOMO-LUMO gap (spin up / spin down)	9.3 / 6.5	eV
E_LUMO (spin up / spin down)	-5.34 / -6.77	eV
HOMO level (spin up / spin down)	-14.662 / -13.322	eV
total energy	-249.5184	a.u.

Electronic structure analysis, Löwdin charges in units of e:
1 C 0.0054
2 C 0.2096
3 C -0.3066
4 C 0.0158
5 C 0.2385
6 N 0.1478
7 H 0.1837
8 H 0.1755
9 H 0.0969
10 H 0.0592
11 H 0.1010
12 H 0.0588
13 H -0.0016
14 H 0.0161

(6)
This record from OMol25 describes a 6-piece molecular cluster, C36H80N4O6 overall at a distorted geometry. The level of theory is ωB97M-V with the def2-TZVPD basis set.

Atoms and positions in Å:
C  1.547  2.137  -1.989
C  2.757  1.525  -2.756
C  3.951  1.745  -1.931
C  2.688  0.013  -3.040
C  1.608  -0.415  -4.066
C  1.817  0.380  -5.321
C  2.003  1.934  -5.216
C  2.722  2.311  -6.504
C  0.639  2.609  -5.210
N  2.939  2.173  -4.079
O  3.015  3.570  -3.891
H  0.566  1.846  -2.453
H  1.582  1.810  -0.946
H  1.757  3.201  -2.235
H  4.848  1.342  -2.487
H  4.085  2.809  -1.616
H  3.826  1.078  -1.093
H  3.608  -0.475  -3.346
H  2.451  -0.470  -2.088
H  1.614  -1.496  -4.368
H  0.625  -0.220  -3.710
H  1.010  0.261  -6.068
H  2.718  -0.020  -5.853
H  3.645  1.700  -6.661
H  2.959  3.371  -6.386
H  2.037  2.298  -7.363
H  0.613  3.680  -5.084
H  -0.025  2.235  -4.427
H  0.149  2.369  -6.148
H  3.975  3.806  -4.040
C  -2.324  1.658  -2.504
C  -3.578  1.678  -1.730
C  -4.604  2.553  -2.439
C  -4.019  0.214  -1.598
C  -5.041  -0.061  -0.505
C  -4.667  0.483  0.862
C  -4.236  2.000  0.767
C  -5.369  3.006  0.618
C  -3.450  2.333  2.065
N  -3.236  2.092  -0.360
O  -2.634  3.375  -0.463
H  -2.365  0.963  -3.343
H  -2.012  2.649  -2.844
H  -1.521  1.273  -1.896
H  -5.644  2.530  -2.068
H  -4.265  3.613  -2.546
H  -4.634  2.245  -3.520
H  -4.353  -0.107  -2.569
H  -3.075  -0.381  -1.352
H  -5.968  0.345  -0.863
H  -5.135  -1.178  -0.428
H  -3.817  -0.046  1.253
H  -5.419  0.431  1.578
H  -5.058  3.906  0.126
H  -5.749  3.275  1.596
H  -6.216  2.628  0.044
H  -3.027  3.318  1.943
H  -2.607  1.698  2.158
H  -4.032  2.145  3.013
H  -3.266  3.986  -0.814
C  -0.048  0.120  5.910
C  0.434  1.021  4.719
C  -0.857  1.807  4.466
C  1.535  2.028  5.110
C  2.939  1.443  5.201
C  3.277  0.776  3.843
C  2.208  -0.305  3.564
C  2.491  -0.880  2.196
C  2.168  -1.524  4.531
N  0.891  0.394  3.506
O  -0.087  -0.552  3.021
H  -0.620  -0.645  5.437
H  0.805  -0.287  6.451
H  -0.750  0.796  6.452
H  -1.084  2.501  5.352
H  -0.792  2.421  3.554
H  -1.639  1.013  4.439
H  1.541  2.860  4.383
H  1.415  2.484  6.137
H  3.694  2.176  5.423
H  2.953  0.751  6.020
H  4.268  0.313  3.873
H  3.322  1.528  3.042
H  3.426  -1.414  2.220
H  2.541  -0.067  1.485
H  1.792  -1.586  1.803
H  2.853  -2.252  4.152
H  1.201  -1.901  4.462
H  2.461  -1.269  5.585
H  -0.495  -0.076  2.303
C  -1.156  -4.269  2.169
C  -0.686  -4.202  0.666
C  -1.289  -5.434  -0.018
C  -1.116  -2.855  0.090
C  -0.404  -2.572  -1.268
C  1.129  -2.649  -1.059
C  1.642  -3.963  -0.369
C  1.592  -5.175  -1.375
C  3.090  -3.854  0.132
N  0.780  -4.227  0.788
O  1.161  -5.390  1.476
H  -0.726  -3.380  2.713
H  -2.267  -4.114  2.143
H  -0.927  -5.214  2.642
H  -0.764  -6.383  0.270
H  -2.360  -5.535  0.084
H  -1.110  -5.253  -1.076
H  -2.220  -2.802  0.163
H  -0.789  -2.114  0.793
H  -0.680  -3.252  -2.072
H  -0.701  -1.576  -1.742
H  1.398  -1.815  -0.328
H  1.779  -2.363  -1.889
H  2.272  -5.029  -2.187
H  0.643  -5.055  -1.850
H  1.672  -6.203  -0.999
H  3.766  -3.462  -0.629
H  3.380  -4.838  0.566
H  3.061  -3.134  0.971
H  1.022  -6.117  0.886
O  0.853  2.748  1.728
H  1.017  2.080  2.468
H  1.674  3.089  1.477
O  -0.861  0.609  0.745
H  -1.727  0.872  0.418
H  -0.401  1.428  1.027

net charge	0
HOMO-LUMO gap	8.9	eV
E_LUMO	0.60	eV
SMILES string	CC1(C)CCCC(C)(C)N1O.CC1(C)CCCC(C)(C)N1O.CC1(C)CCCC(C)(C)N1O.CC1(C)CCCC(C)(C)N1O.O.O
HOMO level	-8.311	eV
total energy	-2089.9239	a.u.

Atom charges from the Löwdin analysis, given in e for atoms 1 to 99:
1 C 0.0098
2 C -0.5455
3 C -0.0595
4 C -0.1207
5 C -0.1793
6 C -0.1554
7 C -0.5069
8 C -0.0519
9 C -0.0316
10 N -0.0869
11 O -0.0660
12 H 0.0633
13 H 0.0733
14 H 0.0927
15 H 0.1117
16 H 0.1027
17 H 0.0744
18 H 0.1204
19 H 0.0893
20 H 0.1275
21 H 0.0821
22 H 0.1230
23 H 0.1196
24 H 0.0979
25 H 0.0766
26 H 0.0873
27 H 0.0825
28 H 0.0559
29 H 0.0809
30 H 0.1384
31 C -0.0648
32 C -0.5568
33 C -0.0248
34 C -0.1305
35 C -0.1713
36 C -0.1017
37 C -0.4523
38 C -0.0252
39 C -0.0343
40 N -0.1032
41 O -0.0078
42 H 0.0990
43 H 0.0931
44 H 0.0648
45 H 0.0781
46 H 0.0927
47 H 0.1051
48 H 0.1162
49 H 0.1325
50 H 0.0971
51 H 0.1274
52 H 0.1083
53 H 0.0991
54 H 0.0698
55 H 0.0842
56 H 0.0752
57 H 0.0838
58 H 0.0276
59 H 0.1160
60 H 0.0598
61 C -0.0188
62 C -0.5334
63 C -0.0574
64 C -0.1354
65 C -0.1766
66 C -0.1106
67 C -0.4751
68 C -0.0492
69 C 0.0061
70 N -0.0904
71 O -0.0294
72 H 0.0653
73 H 0.0666
74 H 0.0898
75 H 0.1157
76 H 0.0707
77 H 0.0909
78 H 0.1163
79 H 0.1398
80 H 0.1031
81 H 0.0898
82 H 0.1223
83 H 0.1146
84 H 0.0794
85 H 0.0830
86 H 0.0514
87 H 0.0751
88 H 0.0550
89 H 0.0884
90 H 0.0209
91 C -0.0261
92 C -0.5150
93 C -0.0238
94 C -0.1173
95 C -0.1445
96 C -0.1104
97 C -0.4813
98 C -0.0184
99 C -0.0232

(7)
This record from OMol25 describes C4H2FGdLiO4 as an isolated structure at a distorted geometry. The level of theory is ωB97M-V with the def2-TZVPD basis set.

Atoms and positions in Å:
O  1.501  0.776  -5.182
C  2.045  0.934  -6.193
O  2.593  1.074  -7.204
O  -1.140  0.235  3.286
C  -1.380  -1.029  3.174
C  -0.732  0.830  2.013
O  -1.267  -1.369  1.891
C  -0.485  -0.384  1.150
Li  0.357  -2.714  3.248
H  0.164  1.436  2.182
H  -1.566  1.438  1.647
F  0.858  -0.814  1.346
Gd  -0.948  -0.413  -1.357

net charge	+3
2S+1	8
HOMO-LUMO gap (spin up / spin down)	4.7 / 3.1	eV
E_LUMO (spin up / spin down)	-15.03 / -16.55	eV
HOMO level (spin up / spin down)	-19.690 / -19.691	eV
total energy	-1326.3545	a.u.

Electronic structure analysis, Löwdin charges in units of e:
1 O 0.1419
2 C -0.3977
3 O 0.2674
4 O 0.0780
5 C -0.0267
6 C -0.0481
7 O -0.0769
8 C -0.4680
9 Li 0.8942
10 H 0.1776
11 H 0.1570
12 F -0.0011
13 Gd 2.3023

(8)
This record from OMol25 describes C4H25O11Sr2 as an isolated structure at a distorted geometry. The level of theory is ωB97M-V with the def2-TZVPD basis set.

Atoms and positions in Å:
Sr  -2.568  2.839  2.893
Sr  1.388  1.743  4.101
C  0.183  0.732  -0.008
C  -0.718  0.894  1.182
O  -1.952  1.072  1.123
O  -0.128  0.756  2.387
H  0.467  -0.323  -0.073
H  1.000  1.456  0.041
H  -0.351  0.939  -0.934
C  -0.242  -2.356  -2.856
O  -1.568  -2.740  -2.535
H  -0.140  -1.268  -3.010
H  0.486  -2.658  -2.081
H  0.045  -2.844  -3.783
H  -1.756  -2.361  -1.670
C  3.862  0.320  -1.394
O  4.519  1.594  -1.421
H  4.472  -0.490  -1.779
H  3.548  0.119  -0.360
H  2.915  0.341  -1.960
H  5.125  1.595  -2.171
O  -1.387  -3.132  0.463
H  -1.127  -3.907  -0.053
H  -0.573  -2.803  0.866
O  2.552  3.380  -0.674
H  3.094  2.699  -1.130
H  2.736  3.265  0.261
O  -2.217  3.888  0.461
H  -1.315  3.715  0.154
H  -2.730  3.894  -0.364
O  -3.580  -1.379  0.541
H  -2.886  -0.723  0.579
H  -3.110  -2.227  0.515
O  -2.522  1.089  -2.132
H  -3.049  1.882  -2.280
H  -2.163  1.162  -1.244
O  -1.549  -1.528  3.979
H  -1.206  -1.177  3.152
H  -0.899  -1.314  4.655
O  0.922  -2.235  1.923
H  0.866  -1.291  2.102
H  1.559  -2.621  2.535

net charge	+3
HOMO-LUMO gap	2.0	eV
E_LUMO	-13.59	eV
HOMO level	-15.642	eV
total energy	-1055.4112	a.u.

Electronic structure analysis, Löwdin charges in units of e:
1 Sr 1.8280
2 Sr 1.8403
3 C 0.0472
4 C -0.6231
5 O -0.1179
6 O -0.3638
7 H 0.1132
8 H 0.0747
9 H 0.0902
10 C -0.1679
11 O -0.1054
12 H 0.0680
13 H 0.0675
14 H 0.0877
15 H 0.0301
16 C -0.1308
17 O -0.1287
18 H 0.0950
19 H 0.0651
20 H 0.0828
21 H 0.1129
22 O -0.0440
23 H 0.0828
24 H -0.0006
25 O -0.0582
26 H 0.0134
27 H 0.0017
28 O -0.1103
29 H 0.0712
30 H 0.0998
31 O -0.0434
32 H -0.0383
33 H 0.0143
34 O -0.0152
35 H 0.0482
36 H -0.0329
37 O -0.0130
38 H -0.0144
39 H 0.0221
40 O -0.0181
41 H -0.0125
42 H 0.0819